{
  "formula": "C3H4P2",
  "method": "ωB97M-V/def2-TZVPD",
  "charge": 0,
  "smiles": "C=C1[C@H]2[PH]#P12",
  "multiplicity": 1,
  "e_tot_ev": -21750.092,
  "e_above_lowest_kj_mol": 109.4,
  "homo_lumo_gap_ev": 8.652,
  "e_lumo_ev": 0.59,
  "symbols": ["C", "C", "C", "P", "P", "H", "H", "H", "H"],
  "positions_angstrom": [[-0.849, 0.446, -1.539], [-0.256, 0.333, -0.382], [0.180, -0.713, 0.481], [1.852, -0.113, 1.215], [0.026, 1.071, 1.197], [-1.273, 1.407, -1.805], [-0.860, -0.258, -2.226], [-0.591, -1.548, 0.540], [1.771, -0.626, 2.519]]
}

***

{
  "formula": "C3H4P2",
  "method": "ωB97M-V/def2-TZVPD",
  "charge": 0,
  "multiplicity": 1,
  "e_tot_ev": -21744.942,
  "e_above_lowest_kj_mol": 606.2,
  "homo_lumo_gap_ev": [7.612, 8.484],
  "e_lumo_ev": [-0.14, -1.03],
  "symbols": ["C", "C", "C", "P", "P", "H", "H", "H", "H"],
  "positions_angstrom": [[-0.446, 0.534, -1.053], [0.466, -0.593, -0.932], [0.095, 0.392, 0.311], [-1.712, -0.117, 0.118], [1.803, 0.030, 0.089], [-0.429, 1.430, -1.597], [-0.027, -1.512, -0.467], [-2.101, 1.202, 0.663], [2.350, -1.367, 2.868]]
}

***

{
  "formula": "C3H4P2",
  "method": "ωB97M-V/def2-TZVPD",
  "charge": 0,
  "multiplicity": 3,
  "e_tot_ev": -21747.657,
  "e_above_lowest_kj_mol": 144.8,
  "homo_lumo_gap_ev": [7.514, 6.925],
  "e_lumo_ev": [0.74, -2.48],
  "s_squared": 2.011,
  "symbols": ["C", "C", "C", "P", "P", "H", "H", "H", "H"],
  "positions_angstrom": [[1.033, 0.872, -0.765], [0.325, -1.125, 0.737], [0.317, -0.117, -0.147], [-0.631, 0.729, -1.525], [-0.888, -2.292, 1.014], [1.919, 1.405, -0.550], [1.256, -1.085, 1.298], [-1.209, 1.944, -0.805], [-1.746, -1.937, -0.146]]
}

***

{
  "formula": "C3H4S",
  "method": "ωB97M-V/def2-TZVPD",
  "charge": 0,
  "multiplicity": 1,
  "e_tot_ev": -14002.403,
  "e_above_lowest_kj_mol": 692.4,
  "homo_lumo_gap_ev": 7.558,
  "e_lumo_ev": -1.12,
  "symbols": ["C", "C", "C", "S", "H", "H", "H", "H"],
  "positions_angstrom": [[0.291, -0.173, -0.011], [-0.975, 0.627, 1.981], [0.749, -0.682, -1.090], [0.045, -0.010, -2.572], [-0.021, 1.017, 2.490], [-1.037, -0.448, 2.137], [1.560, -1.431, -0.996], [-0.611, 1.100, -1.938]]
}